Entry 1:
Computed, not measured: a structure of composition C25H42BrNNiOP2, with the ωB97M-V functional and the def2-TZVPD basis.

```
73
Properties=species:S:1:pos:R:3
N 1.338 -0.511 -5.982
C 1.111 -1.686 -5.388
C 0.918 -1.792 -4.000
C 0.867 -0.614 -3.219
C 1.103 0.607 -3.863
C 1.322 0.606 -5.257
C 0.360 -0.689 -1.818
Ni 0.251 0.402 -0.258
P -1.626 1.091 2.155
C -0.954 -0.047 -1.584
C -2.135 -0.862 -1.283
C -3.420 -0.333 -1.477
C -4.486 -0.959 -0.854
C -4.313 -2.182 -0.161
C -3.053 -2.805 -0.151
C -1.983 -2.139 -0.734
Br -5.705 -2.931 0.755
H 0.526 -1.708 -1.458
H -1.141 0.869 -2.171
H 0.745 -2.779 -3.573
H 1.065 1.542 -3.310
H 1.080 -2.569 -6.045
H 1.498 1.550 -5.784
H -3.552 0.515 -2.146
H -1.007 -2.612 -0.727
H -5.459 -0.497 -0.929
H -2.873 -3.767 0.323
P 2.285 0.486 0.218
C -3.427 0.930 1.817
C -4.317 1.771 2.749
H -3.695 -0.135 1.890
H -3.583 1.216 0.766
H -5.373 1.504 2.593
H -4.071 1.586 3.803
H -4.197 2.843 2.542
C -0.977 2.120 0.820
C -1.114 3.637 1.066
H -1.488 1.838 -0.116
H 0.127 1.907 0.779
H -0.686 4.174 0.215
H -2.165 3.926 1.165
H -0.567 3.931 1.968
C -1.137 -0.621 2.506
C -1.204 -0.890 4.018
H -0.121 -0.781 2.109
H -1.803 -1.282 1.937
H -0.452 -1.632 4.312
H -1.017 0.030 4.588
H -2.189 -1.272 4.308
C 2.500 -0.596 1.678
C 3.879 -0.644 2.296
H 2.139 -1.603 1.420
H 1.798 -0.195 2.420
H 4.626 -1.065 1.620
H 4.189 0.354 2.613
H 3.840 -1.271 3.194
C 2.894 2.150 0.687
C 2.407 3.291 -0.194
H 3.991 2.111 0.671
H 2.597 2.281 1.732
H 2.891 3.274 -1.174
H 1.326 3.277 -0.364
H 2.640 4.244 0.292
C 3.604 0.017 -0.976
C 3.916 -1.471 -1.027
H 4.502 0.631 -0.780
H 3.211 0.363 -1.940
H 4.105 -1.748 -2.070
H 4.816 -1.706 -0.445
H 3.088 -2.089 -0.658
O 0.586 -3.225 1.040
H 1.100 -4.051 1.004
H 0.050 -3.314 1.847
```

**⟨S²⟩**: 2.0713
**LUMO energy (spin up / spin down)**: -6.13 / -9.37 eV
**Multiplicity**: 3
**Charge**: +2


Entry 2:
Computed, not measured: a structure of composition C25H42Cl2O2P2Rh, with the ωB97M-V functional and the def2-TZVPD basis.

```
74
Properties=species:S:1:pos:R:3
Rh 0.025 -0.783 -0.083
C -0.894 -1.850 2.349
C 0.432 -2.118 1.709
C 0.681 -0.608 3.491
C -0.733 -0.892 3.345
C 1.392 -1.364 2.572
C -2.137 -2.603 2.117
H -2.059 -3.271 1.254
H -2.993 -1.919 1.951
H -2.400 -3.238 2.988
C -1.763 -0.396 4.272
H -2.759 -0.635 3.909
H -1.681 0.686 4.396
H -1.638 -0.858 5.262
C 1.236 0.239 4.564
H 1.058 -0.226 5.552
H 0.736 1.219 4.559
H 2.307 0.382 4.443
C 2.863 -1.511 2.567
H 3.245 -1.976 3.500
H 3.353 -0.522 2.491
H 3.195 -2.141 1.739
C 0.810 -3.491 1.260
H 1.203 -4.025 2.129
H 1.576 -3.479 0.471
H -0.062 -4.053 0.892
C -1.412 1.390 -3.023
C -1.790 -0.022 -2.999
C -1.181 -0.923 -4.151
C 0.295 -0.830 -4.555
C 1.210 -0.472 -3.447
C 1.569 0.820 -3.168
C 0.950 2.075 -3.778
C -0.589 2.022 -4.064
H -1.791 -0.612 -4.983
H 0.394 -0.119 -5.386
H -1.427 -1.974 -3.974
H -0.749 1.593 -5.061
H -2.047 2.108 -2.467
H -2.888 -0.183 -3.170
H -0.911 3.083 -4.108
H 1.126 2.886 -3.060
H 2.525 1.030 -2.642
H 1.490 2.383 -4.680
H 0.590 -1.822 -4.951
H 1.729 -1.316 -2.986
P -1.771 -0.311 -1.213
C -3.040 0.651 -0.403
C -1.557 -2.131 -1.264
P 1.939 0.503 -0.029
C 0.224 0.962 -0.803
C 3.065 -0.661 -0.860
C 2.570 2.157 0.340
H -2.554 1.440 0.198
H -3.550 -0.035 0.284
H -3.779 1.114 -1.091
H -1.008 -2.488 -2.147
H -2.582 -2.521 -1.243
H -1.044 -2.554 -0.381
H 2.880 2.711 -0.561
H 3.439 1.989 1.008
H 1.799 2.740 0.886
H -0.254 1.858 -0.400
H 0.476 0.960 -1.894
H 3.820 -0.918 -0.104
H 3.557 -0.273 -1.745
H 2.538 -1.603 -1.107
Cl -0.105 4.727 0.840
C -1.199 4.118 2.139
Cl -2.871 4.093 1.611
C -0.745 2.666 2.514
O -0.558 2.577 3.752
O -0.697 1.786 1.605
H -1.079 4.757 3.021
```

**⟨S²⟩**: 6.0293
**LUMO energy (spin up / spin down)**: -2.58 / -4.85 eV
**Multiplicity**: 5
**Charge**: +1


Entry 3:
Computed, not measured: a structure of composition C25H42Cl3CoN4O3Si, with the ωB97M-V functional and the def2-TZVPD basis.

```
79
Properties=species:S:1:pos:R:3
C 2.573 -1.933 -7.545
C 1.749 -1.409 -8.676
H 2.696 -3.014 -7.630
H 2.072 -1.750 -6.597
H 3.560 -1.485 -7.498
C 1.593 -1.997 -9.863
C 2.186 -3.276 -10.340
H 0.952 -1.494 -10.583
H 2.229 -4.011 -9.534
H 3.216 -3.125 -10.671
H 1.639 -3.718 -11.167
Co 0.000 0.000 0.000
Cl 1.541 1.474 0.882
Cl 1.288 -0.556 -1.821
C -0.142 2.243 -1.806
O -0.856 1.538 -1.069
N -0.628 3.206 -2.587
C -2.032 3.256 -2.945
C 0.236 4.237 -3.121
H 0.936 2.102 -1.847
H -2.592 2.638 -2.255
H -2.173 2.886 -3.960
H -2.399 4.281 -2.895
H 1.237 4.122 -2.718
H -0.137 5.226 -2.855
H 0.287 4.167 -4.208
H 0.238 -4.631 -1.417
H -0.758 -2.934 -3.244
C -0.716 -4.551 -0.896
C -1.680 -3.188 -2.724
N -1.407 -3.348 -1.306
H -0.523 -4.522 0.172
C -1.593 -2.346 -0.456
O -1.565 -1.142 -0.781
H -2.382 -2.375 -2.858
H -1.816 -2.656 0.568
H -1.316 -5.432 -1.124
H -2.081 -4.114 -3.133
O -0.276 -0.326 -7.903
C 1.036 -0.104 -8.401
C -0.179 0.819 -10.429
C 0.966 0.752 -9.648
H -1.053 0.264 -10.125
C -0.198 1.595 -11.582
H 1.616 0.447 -7.654
C 2.093 1.472 -10.037
H -1.098 1.640 -12.182
C 0.926 2.312 -11.963
C 2.075 2.248 -11.184
H 2.994 1.414 -9.438
H 0.910 2.916 -12.860
H 2.957 2.804 -11.472
Si -0.982 0.542 -6.659
Cl 0.673 -1.806 1.303
C -2.812 0.225 -6.873
C -0.593 2.369 -6.829
C -0.420 -0.076 -4.980
H -3.110 0.321 -7.916
H -3.407 0.928 -6.290
H -3.076 -0.780 -6.546
H -0.656 -1.132 -4.849
H -0.919 0.473 -4.180
H 0.653 0.044 -4.847
H -0.752 2.720 -7.848
H 0.436 2.593 -6.553
H -1.239 2.957 -6.177
N -3.184 1.393 5.121
C -2.486 1.090 3.926
C -1.138 0.770 3.987
C -0.456 0.467 2.820
N -1.072 0.471 1.588
C -2.398 0.787 1.511
C -3.126 1.101 2.676
H -2.694 1.376 6.030
H -4.185 1.630 5.106
H -0.610 0.750 4.934
H 0.589 0.220 2.929
H -2.900 0.793 0.554
H -4.178 1.347 2.610
```

**⟨S²⟩**: 3.7585
**LUMO energy (spin up / spin down)**: 2.27 / 2.27 eV
**Multiplicity**: 4
**Charge**: -1


Entry 4:
Computed, not measured: a structure of composition C25H42Cl3N4O3SiSn, with the ωB97M-V functional and the def2-TZVPD basis.

```
79
Properties=species:S:1:pos:R:3
C 2.139 -1.584 -4.894
C 1.346 -0.493 -4.191
H 2.578 -1.178 -5.817
H 1.451 -2.397 -5.163
H 2.973 -1.971 -4.293
C 0.539 0.302 -4.993
C 0.246 0.182 -6.449
H 0.151 1.216 -4.538
H -0.447 -0.664 -6.658
H 1.068 0.143 -7.164
H -0.308 1.099 -6.685
Sn -0.421 -0.327 2.086
Cl 1.866 -0.974 2.299
Cl -1.047 -2.701 2.094
C 0.731 2.374 2.856
O -0.283 1.659 3.146
N 0.580 3.573 2.319
C -0.747 4.099 1.872
C 1.703 4.498 2.216
H 1.724 1.995 3.007
H -1.541 3.545 2.377
H -0.841 4.027 0.777
H -0.781 5.173 2.127
H 2.630 3.966 2.484
H 1.558 5.353 2.899
H 1.798 4.905 1.204
H -2.014 -1.700 -1.893
H -2.815 0.973 -3.085
C -2.975 -1.311 -1.497
C -3.338 1.098 -2.129
N -2.889 0.113 -1.145
H -3.305 -1.887 -0.631
C -2.561 0.560 0.074
O -2.351 -0.196 1.063
H -3.159 2.106 -1.730
H -2.534 1.648 0.194
H -3.728 -1.374 -2.304
H -4.414 0.956 -2.291
O 0.850 -1.149 -2.706
C 1.745 -0.078 -2.771
C 0.078 1.817 -2.389
C 1.398 1.310 -2.302
H -0.717 1.125 -2.642
C -0.169 3.155 -2.050
H 2.736 -0.424 -2.441
C 2.420 2.147 -1.826
H -1.174 3.564 -2.153
C 0.848 3.959 -1.528
C 2.134 3.447 -1.443
H 3.444 1.753 -1.750
H 0.651 4.995 -1.235
H 2.927 4.059 -1.011
Si 0.650 -3.655 -1.352
Cl 0.224 1.032 0.369
C -1.014 -4.620 -1.048
C 1.475 -4.054 0.365
C 1.780 -4.466 -2.623
H -1.855 -3.959 -1.290
H -1.126 -4.912 0.010
H -1.134 -5.542 -1.642
H 1.266 -4.622 -3.587
H 2.207 -5.450 -2.294
H 2.628 -3.776 -2.783
H 1.836 -3.103 0.776
H 2.327 -4.752 0.312
H 0.778 -4.463 1.116
N -1.234 -1.214 8.459
C -0.864 -0.818 7.203
C 0.414 -1.083 6.682
C 0.604 -0.988 5.298
N -0.379 -0.605 4.446
C -1.532 -0.146 4.982
C -1.811 -0.212 6.349
H -0.597 -1.773 9.031
H -2.182 -1.115 8.767
H 1.224 -1.417 7.310
H 1.574 -1.214 4.856
H -2.246 0.296 4.285
H -2.765 0.142 6.711
```

**LUMO energy (spin up / spin down)**: 2.17 / 2.11 eV
**Charge**: -1


The relative energy (zero: lowest compared OMol25 entry of this formula, charge and spin) results, record by record, are as follows: 1.794 4.922 0.000 5.565 eV.